Record 1
{
  "formula": "C44H72O39",
  "method": "ωB97M-V/def2-TZVPD",
  "symbols": ["C", "C", "O", "C", "O", "O", "H", "H", "H", "H", "C", "C", "O", "C", "O", "O", "H", "H", "H", "H", "C", "C", "O", "C", "O", "O", "H", "H", "H", "H", "C", "C", "O", "C", "O", "O", "H", "H", "H", "H", "C", "C", "O", "C", "O", "O", "H", "H", "H", "H", "C", "C", "O", "C", "O", "O", "H", "H", "H", "H", "C", "C", "O", "C", "O", "O", "H", "H", "H", "H", "C", "C", "O", "C", "O", "O", "H", "H", "H", "H", "C", "C", "O", "C", "O", "O", "C", "H", "H", "H", "H", "H", "H", "H", "H", "C", "C", "O", "C", "O", "O", "C", "H", "H", "H", "H", "H", "H", "H", "H", "C", "C", "O", "C", "O", "O", "C", "H", "H", "H", "H", "H", "H", "H", "H", "C", "C", "O", "C", "O", "O", "C", "H", "H", "H", "H", "H", "H", "H", "H", "C", "C", "O", "C", "O", "O", "C", "H", "H", "H", "H", "H", "H", "H", "H"],
  "positions_angstrom": [[-0.565470, -0.334531, -0.690886], [-0.003990, 0.754189, 0.188574], [1.299410, 0.300419, 0.445694], [1.471710, -0.954261, 0.063114], [2.523960, -1.532771, 0.204374], [0.302770, -1.443711, -0.431756], [-0.461610, -0.032281, -1.732976], [-1.603550, -0.551261, -0.438846], [-0.576150, 0.885689, 1.106964], [0.039470, 1.733169, -0.288726], [5.603800, 0.175149, -0.596186], [4.711760, 1.089239, -1.391616], [5.196170, 2.309049, -0.985676], [5.739050, 2.310329, 0.225024], [6.009200, 3.264499, 0.936304], [6.103550, 1.006349, 0.482844], [6.518210, -0.164691, -1.082456], [4.990520, -0.540721, -0.048896], [3.669140, 0.965709, -1.098706], [5.021730, 0.831019, -2.404206], [2.622670, 4.001219, 2.440234], [1.857610, 4.157019, 1.133544], [2.671850, 4.964709, 0.303174], [3.626730, 5.499819, 1.103234], [4.513210, 6.237989, 0.678384], [3.464020, 5.082169, 2.352894], [3.267470, 3.122569, 2.422774], [2.009380, 4.076739, 3.338154], [0.863630, 4.585089, 1.263414], [1.620050, 3.212259, 0.644584], [2.655460, -4.973991, 0.848464], [1.729500, -5.212691, -0.298496], [0.446220, -5.116161, 0.307754], [0.557340, -4.964961, 1.653684], [-0.356710, -4.898701, 2.446094], [1.869570, -4.828941, 1.965234], [3.042560, -3.967031, 0.692634], [3.443780, -5.716561, 0.971904], [2.008830, -6.123171, -0.828696], [1.784080, -4.373861, -0.992386], [4.790940, -0.884291, 2.758124], [3.976320, -1.760201, 3.617274], [4.505770, -3.086551, 3.430644], [5.782170, -2.945141, 2.957894], [6.628190, -3.767371, 2.786024], [6.048160, -1.611871, 2.666194], [5.000310, 0.035439, 3.304344], [4.447540, -0.746841, 1.732804], [2.929230, -1.868021, 3.334284], [3.921580, -1.294531, 4.601274], [5.126170, -3.310581, -0.863956], [6.453070, -3.427101, -1.563586], [6.798460, -4.803951, -1.552686], [5.799770, -5.495131, -1.240146], [5.685430, -6.737291, -1.149826], [4.772530, -4.631251, -0.964166], [4.417020, -2.591241, -1.273526], [5.201990, -3.096891, 0.202204], [7.285730, -2.991191, -1.011536], [6.531400, -3.136161, -2.611116], [2.128330, 0.792419, -5.087106], [1.087470, 1.832579, -5.281146], [0.768080, 2.265629, -4.064006], [1.658210, 1.737219, -3.186006], [1.733470, 2.017389, -2.009936], [2.551860, 0.974749, -3.788886], [3.003950, 1.043689, -5.685646], [1.827390, -0.223341, -5.343556], [0.224970, 1.436359, -5.817066], [1.483860, 2.692689, -5.820756], [-4.276000, 0.735429, -0.098706], [-5.431370, 1.704159, -0.233516], [-6.169160, 1.104319, -1.302976], [-5.593220, 0.086519, -1.821686], [-6.130140, -0.644291, -2.660976], [-4.341700, -0.003811, -1.309476], [-4.395620, 0.169209, 0.824984], [-3.389020, 1.364659, -0.025036], [-5.003040, 2.703139, -0.315216], [-5.952690, 1.695579, 0.723694], [-1.319000, -0.666191, 3.848924], [-0.607010, -1.981811, 3.690444], [0.567930, -2.098911, 4.554314], [0.468330, -2.450701, 5.896434], [-0.457710, -2.941961, 6.565074], [1.753070, -2.415481, 6.378404], [2.039070, -3.219301, 7.567584], [-0.759820, 0.100379, 3.312444], [-1.349300, -0.299471, 4.874934], [-2.310510, -0.724201, 3.399894], [-0.300840, -1.981581, 2.644324], [-1.276990, -2.835821, 3.789884], [1.560010, -2.687761, 8.389804], [3.084890, -3.491221, 7.710514], [1.547650, -4.190971, 7.517854], [-2.959130, -2.882271, 0.535084], [-4.326780, -3.069201, -0.064906], [-5.170410, -2.157051, 0.590414], [-6.547750, -2.361931, 0.667044], [-7.218620, -3.302491, 0.168164], [-6.981460, -1.404771, 1.436234], [-8.349920, -1.131371, 1.593364], [-2.199500, -3.086131, -0.219576], [-2.834660, -3.481341, 1.437154], [-2.813210, -1.852591, 0.861524], [-4.559820, -4.118461, 0.116294], [-4.187980, -2.909201, -1.134126], [-8.621980, -1.594711, 2.541734], [-8.995910, -1.558741, 0.826454], [-8.440410, -0.050071, 1.696784], [-2.448120, 6.700959, 3.808134], [-1.627690, 5.564239, 3.141674], [-1.314140, 4.634959, 4.131704], [-0.827180, 3.339639, 3.824484], [-0.497420, 2.881129, 2.761064], [-0.741400, 2.520039, 4.863254], [-1.218930, 2.891339, 6.129544], [-2.450940, 7.526369, 3.096254], [-2.078840, 7.113269, 4.747134], [-3.503270, 6.462969, 3.942744], [-0.699060, 5.907329, 2.685554], [-2.097550, 5.213199, 2.222924], [-2.066280, 3.562889, 6.267784], [-0.388560, 3.149769, 6.786654], [-1.613710, 1.961699, 6.539464], [-2.829360, 2.788309, -5.733676], [-2.809180, 2.058599, -4.405216], [-3.152020, 2.990429, -3.397836], [-2.478950, 3.154159, -2.204756], [-1.408090, 2.675739, -1.998776], [-3.222970, 3.905799, -1.517986], [-2.613310, 4.734199, -0.542996], [-3.597140, 3.559329, -5.798146], [-2.953960, 2.104209, -6.573066], [-1.931530, 3.324719, -6.040686], [-1.813700, 1.649009, -4.233886], [-3.534690, 1.261409, -4.567186], [-2.575840, 4.074379, 0.323804], [-3.379150, 5.468809, -0.294136], [-1.670570, 5.240729, -0.749776], [-0.449820, -1.648941, -3.930386], [-0.357330, -2.475671, -5.254986], [-1.585270, -2.421931, -5.986216], [-2.088770, -1.304911, -6.617676], [-1.424850, -0.317851, -6.869156], [-3.287810, -1.612151, -7.196096], [-3.896880, -0.696131, -8.027756], [-1.032750, -0.742591, -4.094176], [0.541520, -1.347561, -3.591986], [-0.919620, -2.142371, -3.079556], [-0.163220, -3.513551, -4.984366], [0.456900, -2.245661, -5.942166], [-4.976620, -0.694261, -7.878546], [-3.640030, -0.870921, -9.072546], [-3.638490, 0.291969, -7.646986]],
  "atomic_forces_ev_per_a": [[-0.22, 0.66, -0.32], [-0.94, 0.88, 0.11], [1.09, 0.45, 0.55], [0.07, -0.20, 0.42], [-1.00, -0.13, -0.49], [0.74, -0.45, -0.04], [-0.19, -0.25, -0.10], [0.22, -0.38, -0.21], [0.27, -0.23, 0.30], [0.06, -0.25, -0.19], [0.34, -0.25, 2.38], [0.99, -1.95, 0.20], [-0.66, 3.48, -0.77], [1.94, 0.14, 1.52], [-1.06, -2.16, -1.68], [-0.56, 1.02, 0.38], [-0.43, -0.50, -0.29], [0.48, -0.78, -0.70], [-0.02, 0.09, -0.63], [-1.04, 0.84, -0.44], [-0.63, -0.89, -0.82], [-1.68, -1.22, -0.32], [0.18, -0.11, 0.57], [2.54, 1.92, -2.30], [-2.50, -1.71, 1.51], [1.80, 2.11, 1.06], [-0.32, -0.38, 0.29], [0.10, -0.18, -0.12], [0.11, 0.58, 0.16], [0.51, -0.09, -0.13], [1.89, 1.48, -0.77], [0.20, 0.62, -0.71], [-0.92, -0.86, 0.34], [-0.31, 0.31, 0.65], [1.30, -0.12, -1.42], [-2.05, -0.65, 1.99], [0.83, -0.27, 0.08], [-0.17, 0.10, 0.15], [-0.94, -0.31, 0.11], [0.05, -0.17, -0.21], [1.57, 0.38, -0.56], [-2.30, -0.47, -0.22], [1.53, 0.38, 0.31], [0.70, 1.31, -0.14], [-0.96, -0.33, 0.20], [-0.99, -0.89, 0.32], [-0.03, 0.23, -0.63], [-0.31, 0.22, 0.35], [0.00, 0.28, -0.24], [0.61, -1.17, 0.67], [1.13, 0.49, 0.42], [2.46, 1.50, -0.16], [3.01, 0.71, -0.92], [-3.59, -4.91, 1.51], [0.39, 4.28, -0.45], [-2.88, -2.91, -0.12], [-0.12, -0.43, -0.38], [0.35, 0.38, 0.08], [-0.20, 0.57, -0.13], [-0.46, 0.35, 0.07], [1.72, -0.57, -2.61], [-0.30, 0.02, -4.14], [-0.55, 0.17, 4.28], [-0.07, 2.00, 2.88], [-0.63, -0.44, -1.39], [0.03, -0.84, 1.20], [-0.08, -0.35, -0.41], [-0.14, -0.08, 0.48], [-0.14, 0.08, -0.01], [0.02, -0.05, -0.45], [0.16, 0.99, 0.39], [0.56, -0.63, 1.15], [-2.40, 3.47, 1.44], [-0.30, -3.07, -2.68], [2.11, 1.77, 2.22], [0.87, -1.22, 0.04], [0.22, -0.72, -0.50], [0.55, -0.64, -0.33], [-0.84, 0.16, -1.28], [-0.79, -0.06, -0.43], [0.39, 0.73, 0.14], [-0.46, -0.23, 0.44], [-0.68, 0.03, 1.35], [-0.25, -2.56, 0.66], [1.87, 2.07, -2.55], [-0.06, -0.23, -0.54], [-1.67, -0.06, -0.06], [-0.01, 0.15, -0.05], [-0.38, -0.31, 0.10], [-0.11, 0.00, 0.20], [0.82, -0.51, 0.22], [0.25, -0.07, 0.45], [0.56, -0.13, 0.31], [0.12, 1.05, -0.45], [-0.34, 0.10, -0.35], [0.50, 0.41, 0.53], [1.28, -1.03, -0.23], [-2.60, -0.03, 0.09], [-0.16, -3.67, -1.90], [2.53, 3.36, 1.56], [0.75, 1.04, -0.18], [-0.85, -0.46, 0.87], [0.17, -0.32, 0.29], [0.28, -0.18, -0.18], [-0.06, 0.23, -0.13], [-0.80, 0.14, -0.18], [-0.96, 0.32, -0.10], [-0.33, 0.11, 0.04], [0.34, 0.16, -0.22], [-0.11, -0.13, -0.24], [0.09, 0.01, -1.06], [0.25, 1.70, -0.63], [0.71, -3.79, 0.59], [-0.45, 0.74, -0.25], [-0.38, 1.42, -0.38], [-0.46, 1.29, -0.28], [-0.39, -1.15, 2.18], [0.05, 0.15, -0.05], [0.39, -0.44, -0.08], [0.09, -0.42, 0.08], [0.35, 0.59, 0.49], [-0.77, -0.79, 0.50], [0.38, 0.49, -0.96], [-0.01, 0.40, -0.20], [0.13, -0.20, 0.07], [0.40, 0.67, -1.12], [0.95, 0.28, -1.13], [-0.68, 0.03, 1.04], [0.51, -2.41, -4.77], [0.82, -0.18, 1.05], [-1.33, 2.57, 1.12], [-1.07, -0.29, 1.89], [-0.36, -0.30, 0.24], [-0.30, -0.24, 0.18], [0.43, 0.03, 0.65], [-0.08, -0.16, 0.24], [-0.23, -0.10, 1.08], [0.81, 0.34, 0.39], [0.14, 0.16, -0.22], [-0.02, -0.54, -0.56], [0.27, 0.19, -0.81], [-0.15, 0.78, 0.89], [-2.13, 0.31, -0.43], [1.73, -1.12, -1.64], [-0.91, -0.32, 0.92], [1.71, -1.79, 2.45], [-0.60, 2.00, 0.03], [0.09, 0.14, -0.18], [0.15, -0.02, -0.03], [-0.05, -0.48, -0.35], [-0.61, -0.13, -0.23], [0.09, 0.72, 0.23], [-0.01, -0.75, -0.10], [0.07, 0.20, 0.10], [0.37, 0.29, -0.76]],
  "mulliken_charge": [2.544, -0.443, 0.274, 0.259, -0.606, -0.032, -0.907, -0.921, -0.426, 0.167, 1.465, 0.559, -0.384, 0.602, -0.566, -0.387, 0.325, -1.370, -0.417, 0.254, 0.283, 1.241, -0.366, 0.631, -0.609, -0.399, 0.111, 0.086, -0.386, -0.606, 0.736, -0.039, -0.350, 0.550, -0.568, -0.289, -0.808, 0.448, 0.338, 0.041, 1.171, 0.092, -0.320, 0.605, -0.571, -0.413, 0.553, -1.165, -0.172, 0.237, 1.091, -0.305, -0.331, 0.513, -0.634, -0.230, -0.037, -0.625, 0.312, 0.263, -0.355, 0.035, -0.384, 0.455, -0.282, -0.266, 0.346, 0.083, 0.036, 0.322, 0.425, -0.457, -0.377, 0.511, -0.665, -0.036, 0.338, -0.201, 0.095, 0.327, -0.775, 0.410, -0.046, 0.444, -0.590, -0.202, -0.764, 0.100, 0.328, 0.265, -0.480, 0.368, 0.285, 0.276, 0.323, -0.246, -0.676, -0.009, 0.591, -0.624, -0.255, -0.766, 0.185, 0.506, -0.323, 0.483, 0.221, 0.308, 0.371, 0.223, -1.458, 0.418, -0.329, 0.167, 0.114, -0.123, -0.837, 0.411, 0.364, 0.331, 0.144, -0.032, 0.334, 0.301, 0.269, -1.341, 0.917, -0.418, 0.453, -0.065, -0.392, -0.996, 0.417, 0.041, 0.335, -0.447, 0.218, 0.313, 0.397, 0.459, 0.339, -0.522, -0.347, 0.722, -0.541, -0.311, -0.274, -0.450, -0.039, 0.314, 0.312, 0.352, 0.275, 0.279, -0.027],
  "fmax_ev_per_a": 6.27,
  "homo_energy_ev": -10.4,
  "e_lumo_ha": -0.010
}

Record 2
{
  "formula": "C14H19BrOY",
  "method": "ωB97M-V/def2-TZVPD",
  "symbols": ["C", "C", "C", "H", "C", "C", "H", "H", "H", "H", "Y", "Br", "C", "C", "C", "H", "C", "C", "H", "H", "H", "H", "C", "C", "C", "C", "O", "H", "H", "H", "H", "H", "H", "H", "H", "H"],
  "positions_angstrom": [[1.015396, -2.118490, -2.483811], [0.988450, -0.751259, -2.893108], [1.854817, -0.010139, -2.014036], [0.311279, -0.326255, -3.629127], [2.412762, -0.936563, -1.057061], [1.898031, -2.239539, -1.357457], [2.182026, -3.169898, -0.880971], [0.497067, -2.939809, -2.978640], [1.964876, 1.073881, -2.002321], [3.105589, -0.698226, -0.272636], [-0.302836, -0.481337, -0.826072], [-1.669911, 1.487266, -2.057502], [-1.980533, -1.489280, 1.026814], [-1.012897, -2.556679, 1.068391], [-1.028122, -3.202466, -0.182630], [-0.419915, -2.845097, 1.936377], [-1.976122, -2.534583, -1.024746], [-2.588768, -1.486835, -0.266972], [-3.245290, -0.725418, -0.666737], [-2.172764, -0.765452, 1.831478], [-0.471026, -4.107441, -0.451954], [-2.176515, -2.769076, -2.080093], [-1.236743, 2.571052, 1.644565], [0.188912, 2.117762, 1.360723], [0.862823, 3.131523, 0.446928], [0.961561, 1.829962, 2.599270], [0.214145, 0.821314, 0.774722], [-1.261805, 3.454437, 2.294878], [-1.775542, 1.761047, 2.147066], [-1.782227, 2.777873, 0.709984], [1.054804, 4.084965, 0.953325], [1.821855, 2.720208, 0.112549], [0.262170, 3.310157, -0.460208], [0.439281, 0.984429, 3.104620], [1.927242, 1.380075, 2.270885], [1.137928, 2.647892, 3.303506]],
  "atomic_forces_ev_per_a": [[0.79, 0.39, 0.16], [1.03, -0.30, 0.15], [0.30, -0.90, -0.09], [0.34, -0.05, -0.04], [-1.10, -0.18, -1.52], [-0.25, 1.20, -0.85], [-0.18, 0.17, 0.11], [0.06, 0.29, 0.27], [0.05, -0.34, -0.04], [0.03, 0.11, 0.21], [0.21, -0.48, 2.50], [-0.36, 0.36, -0.51], [-0.02, -0.28, -0.21], [-0.73, 0.72, -0.17], [-0.59, 0.17, -0.46], [-0.12, 0.18, -0.31], [0.05, -0.20, 0.18], [0.57, -0.56, 0.58], [-0.16, -0.17, 0.14], [0.12, -0.46, -0.51], [-0.11, 0.60, 0.07], [0.03, 0.07, 0.63], [-0.50, -0.21, -0.01], [-0.15, -1.15, -0.88], [0.33, 0.02, -0.44], [0.96, -0.88, 1.25], [-0.74, 0.51, -1.13], [0.03, -0.02, -0.14], [0.06, 0.07, 0.07], [0.28, 0.00, 0.27], [-0.10, -0.04, -0.03], [-0.01, 0.07, 0.11], [0.09, -0.07, 0.38], [0.27, 0.72, -0.06], [-0.43, 0.53, 0.34], [-0.05, 0.12, -0.03]],
  "nbo_charge": [-0.359, -0.437, -0.411, 0.251, -0.322, -0.321, 0.218, 0.224, 0.243, 0.225, 1.738, -0.603, -0.357, -0.341, -0.313, 0.219, -0.411, -0.414, 0.249, 0.231, 0.215, 0.226, -0.625, 0.247, -0.625, -0.608, -0.975, 0.188, 0.204, 0.227, 0.188, 0.203, 0.226, 0.212, 0.210, 0.177],
  "fmax_ev_per_a": 2.55,
  "homo_energy_ev": -4.5,
  "e_lumo_ha": 0.118,
  "total_charge": -1
}

Record 3
{
  "formula": "C8H11BrN3",
  "method": "ωB97M-V/def2-TZVPD",
  "symbols": ["C", "C", "C", "Br", "C", "C", "C", "N", "N", "C", "C", "N", "H", "H", "H", "H", "H", "H", "H", "H", "H", "H", "H"],
  "positions_angstrom": [[-1.090374, -1.998714, 0.469499], [-0.046676, -1.498320, -0.110223], [1.150373, -2.521377, -0.969905], [1.352319, -4.089004, -0.183102], [1.745332, -1.919779, -1.979828], [1.448644, -0.568969, -2.343254], [0.839110, 0.300924, -1.507752], [0.288562, -0.109259, -0.190891], [-0.884940, 0.610059, 0.215535], [-0.738643, 1.588714, 1.028607], [-2.011731, 2.216007, 1.487294], [0.422605, 1.926123, 1.600462], [-1.836212, -1.326086, 0.996139], [-1.186327, -3.126004, 0.402085], [2.359559, -2.612199, -2.721696], [1.836737, -0.115308, -3.183816], [0.653541, 1.359276, -1.809665], [1.075508, 0.121881, 0.553863], [-2.922888, 1.889382, 0.861085], [-2.142265, 3.322484, 1.266226], [-2.171876, 2.185529, 2.607659], [0.457036, 2.894843, 1.879633], [1.402607, 1.469799, 1.632046]],
  "atomic_forces_ev_per_a": [[-1.75, -0.87, 1.00], [3.83, -3.14, -2.60], [-3.37, 4.62, 2.20], [0.41, -2.15, 0.48], [1.43, -2.97, -2.64], [-1.15, 1.02, 3.18], [-0.23, 0.43, -1.54], [1.92, 1.76, 2.09], [-1.06, 0.02, -1.26], [0.06, -1.25, -0.01], [-2.35, 2.09, -0.33], [2.79, 0.91, 0.98], [0.92, -1.32, -0.82], [-0.16, 1.61, 0.39], [-0.96, 1.79, 1.76], [0.70, 0.51, -1.94], [0.06, -1.08, 0.72], [-1.48, -1.06, -1.84], [1.59, -0.36, 1.30], [1.05, -0.94, 0.19], [0.22, -0.52, -1.36], [0.21, -0.09, 0.45], [-2.67, 0.97, -0.42]],
  "nbo_charge": [-0.353, 0.099, -0.108, 0.252, -0.305, -0.155, -0.063, -0.293, -0.353, 0.457, -0.701, -0.826, 0.264, 0.257, 0.265, 0.250, 0.252, 0.413, 0.279, 0.262, 0.267, 0.424, 0.416],
  "fmax_ev_per_a": 6.13,
  "homo_energy_ev": -12.6,
  "e_lumo_ha": -0.135,
  "smiles": "C=C1C(Br)=CC=C[N@H+]1/N=C(/C)N",
  "total_charge": 1
}

Respective M values: 1225.0, 372.1, 229.1 g/mol.